Computed, not measured: a structure of composition C36H31F6INS, with the ωB97M-V functional and the def2-TZVPD basis.

## Properties
- M: 750.610 g/mol
- Highest occupied orbital energy: -0.0772 Eh
- Orbital gap: 0.166 Eh
- E_tot: -74564.685 eV

ORCA input file:
```
! wB97M-V def2-TZVPD RIJCOSX def2/J DEFGRID3
* xyz -1 1
S -0.066 -0.707 -1.462
N -1.690 -1.308 -1.420
I -3.015 0.252 -1.487
H -0.156 0.627 -1.385
F -5.606 2.309 -0.583
C -6.581 1.473 -0.176
C -7.116 1.640 1.084
C -8.130 0.782 1.487
C -8.582 -0.219 0.639
C -8.012 -0.368 -0.619
C -7.001 0.482 -1.039
H -6.741 2.424 1.727
H -8.563 0.896 2.472
H -9.367 -0.890 0.963
H -8.346 -1.161 -1.275
H -6.516 0.369 -1.999
F 4.209 1.003 -0.527
C 4.406 -0.280 -0.141
C 5.693 -0.677 0.162
C 5.905 -1.993 0.552
C 4.838 -2.876 0.629
C 3.555 -2.442 0.320
C 3.322 -1.132 -0.071
H 6.506 0.034 0.090
H 6.905 -2.328 0.794
H 5.007 -3.904 0.922
H 2.718 -3.128 0.372
H 2.321 -0.802 -0.322
F -0.283 3.537 -0.538
C 0.396 4.606 -0.106
C -0.297 5.769 0.175
C 0.416 6.872 0.622
C 1.793 6.803 0.783
C 2.462 5.621 0.494
C 1.766 4.508 0.046
H -1.370 5.795 0.044
H -0.112 7.790 0.848
H 2.342 7.667 1.133
H 3.535 5.560 0.620
H 2.263 3.573 -0.181
F 7.133 -4.990 2.688
C 6.024 -5.544 3.226
C 5.737 -5.297 4.552
C 4.592 -5.863 5.093
C 3.762 -6.655 4.313
C 4.078 -6.883 2.981
C 5.221 -6.328 2.424
H 6.394 -4.668 5.137
H 4.344 -5.674 6.130
H 2.865 -7.084 4.739
H 3.428 -7.489 2.363
H 5.478 -6.477 1.385
F -7.058 5.075 1.147
C -6.785 5.991 0.194
C -7.051 7.318 0.462
C -6.770 8.258 -0.520
C -6.236 7.862 -1.738
C -5.981 6.518 -1.976
C -6.254 5.564 -1.006
H -7.466 7.600 1.420
H -6.969 9.305 -0.328
H -6.017 8.600 -2.499
H -5.561 6.204 -2.922
H -6.059 4.513 -1.167
F 4.749 -6.040 -0.834
C 4.305 -5.775 -2.087
C 4.460 -4.496 -2.575
C 4.002 -4.223 -3.855
C 3.406 -5.220 -4.615
C 3.264 -6.497 -4.093
C 3.715 -6.788 -2.813
H 4.915 -3.734 -1.957
H 4.095 -3.220 -4.249
H 3.037 -4.996 -5.607
H 2.789 -7.273 -4.678
H 3.609 -7.773 -2.379
*
```

=====

Computed, not measured: a cluster of 4 separate species, CH10NO3 in total, with the ωB97M-V functional and the def2-TZVPD basis.

## Properties
- M: 84.095 g/mol
- Energy above the lowest of the compared OMol25 structures with the same formula, charge and spin: 252.5 kJ/mol
- Highest occupied orbital energy: -0.5627 Eh
- Orbital gap: 0.332 Eh
- E_tot: -8822.546 eV

ORCA input file:
```
! wB97M-V def2-TZVPD RIJCOSX def2/J DEFGRID3
* xyz 1 1
C -1.543 -1.886 -1.757
N -0.214 -1.977 -1.825
H -2.085 -2.323 -0.834
H -2.034 -1.353 -2.580
H 0.460 -1.195 -1.403
H 0.025 -2.925 -1.714
H 0.744 1.442 1.740
H 1.742 0.341 2.457
O 1.549 0.811 1.563
H -0.974 3.161 1.472
H -1.057 2.837 2.937
O -1.055 2.453 2.065
H 1.703 0.252 0.097
H 1.418 0.544 -1.416
O 1.320 -0.184 -0.803
*
```

=====

Computed, not measured: a structure of composition C15H35F2N6O10S2V, with the ωB97M-V functional and the def2-TZVPD basis.

## Properties
- M: 612.551 g/mol
- Energy above the lowest of the compared OMol25 structures with the same formula, charge and spin: 407.5 kJ/mol
- Highest occupied orbital energy (alpha / beta): -0.4352 / -0.4352 Eh
- Orbital gap (alpha / beta): 0.300 / 0.331 Eh
- E_tot: -98323.195 eV

ORCA input file:
```
! wB97M-V def2-TZVPD RIJCOSX def2/J DEFGRID3
* xyz 1 2
O -0.833 -0.284 0.199
V -0.461 1.092 1.020
N -0.045 2.816 2.019
S -0.753 4.306 1.750
O -0.418 4.901 0.505
O -0.966 5.149 2.851
F -2.331 3.967 1.416
S 1.072 3.506 2.837
O 0.967 3.808 4.275
O 2.000 4.352 2.139
F 2.056 2.183 2.945
C 0.000 -3.279 -1.332
O 0.524 -3.293 -0.204
N -0.134 -4.220 -2.226
C -1.036 -4.203 -3.372
C 0.715 -5.468 -2.147
H -0.682 -2.478 -1.655
H -1.602 -5.094 -3.097
H -0.459 -4.417 -4.271
H -1.623 -3.285 -3.365
H 0.091 -6.238 -1.693
H 1.105 -5.745 -3.126
H 1.577 -5.495 -1.480
C 2.625 1.202 -0.363
O 1.567 1.060 0.296
N 3.095 0.468 -1.366
C 4.280 0.894 -2.080
C 2.389 -0.593 -2.001
H 3.313 1.958 0.046
H 5.046 0.125 -2.173
H 4.787 1.734 -1.606
H 4.213 1.222 -3.117
H 2.926 -1.534 -1.885
H 1.357 -0.699 -1.666
H 2.352 -0.321 -3.056
C -3.714 0.619 2.183
O -2.593 0.866 1.670
N -4.599 -0.297 1.723
C -5.958 -0.441 2.328
C -4.248 -1.177 0.525
H -4.121 0.930 3.158
H -6.763 -0.333 1.601
H -6.070 0.133 3.248
H -5.904 -1.488 2.628
H -4.282 -2.247 0.733
H -4.898 -0.995 -0.330
H -3.217 -1.084 0.185
C 0.878 -0.894 3.615
O 0.330 -0.225 2.719
N 1.912 -1.736 3.429
C 2.528 -2.047 2.094
C 2.555 -2.274 4.622
H 0.608 -0.869 4.682
H 3.451 -1.508 1.881
H 1.832 -1.800 1.292
H 2.737 -3.094 1.873
H 2.610 -3.346 4.435
H 3.569 -1.887 4.724
H 1.939 -2.097 5.504
C -1.287 2.857 -1.732
O -0.757 2.269 -0.753
N -0.527 3.238 -2.761
C -1.016 4.080 -3.878
C 0.842 2.829 -3.005
H -2.333 3.194 -1.806
H -2.029 4.377 -3.607
H -1.157 3.467 -4.768
H -0.481 5.000 -4.111
H 1.057 2.046 -2.278
H 0.821 2.202 -3.896
H 1.571 3.637 -2.945
*
```

=====

Computed, not measured: the ion C4H9N2O with charge +1, with the ωB97M-V functional and the def2-TZVPD basis.

## Properties
- M: 101.129 g/mol
- Energy above the lowest of the compared OMol25 structures with the same formula, charge and spin: 196.9 kJ/mol
- Highest occupied orbital energy: -0.5430 Eh
- Orbital gap: 0.418 Eh
- E_tot: -9313.975 eV

ORCA input file:
```
! wB97M-V def2-TZVPD RIJCOSX def2/J DEFGRID3
* xyz 1 1
C -0.988 -0.377 -0.090
C -0.669 1.149 -0.190
C 0.769 1.352 0.000
C 1.382 -0.324 0.454
N 0.089 -0.978 0.351
N -2.190 -0.887 -0.205
O 2.275 -0.623 -0.480
H -0.670 1.445 -1.312
H -1.364 1.822 0.341
H 1.213 1.649 -0.864
H 1.070 1.945 0.764
H 1.742 -0.277 1.429
H -0.063 -1.944 0.845
H -2.996 -0.509 -0.641
H -2.311 -1.912 -0.099
H 2.710 -1.531 -0.303
*
```